[1]
{"formula": "C5H8O", "method": "ωB97M-V with the def2-TZVPD basis set", "e_above_lowest_kj_mol": 559.7, "e_tot_ha": -270.34470, "lumo_ev": 1.04, "gap_ev": 10.2, "smiles": "C1CC1[C@H]1CO1", "species": ["H", "H", "C", "H", "C", "H", "H", "H", "O", "H", "C", "C", "C", "H"], "positions_angstrom": [[-1.191120, -0.103987, 1.448030], [-0.797753, 2.207661, -0.615992], [-1.314194, 1.378453, -0.110924], [-0.478130, 0.097074, -1.523396], [-0.585532, 0.244576, 0.602334], [-0.003550, -1.629131, -0.167246], [2.405357, -1.164125, -0.623418], [-1.311463, -1.206022, -0.712968], [1.555316, -0.969421, 1.333222], [-2.152229, 1.723453, 0.488097], [0.580181, -0.637561, 0.398154], [1.992067, -0.438228, 0.075635], [-1.230724, -0.011003, -0.739102], [2.531772, 0.508263, 0.147574]], "forces_ev_per_angstrom": [[0.049, -0.060, -0.410], [-0.219, -0.669, -0.070], [-0.009, -0.213, 0.420], [0.161, -0.037, 0.161], [0.118, -0.035, -0.082], [2.713, 1.668, 1.835], [0.214, 0.074, 0.227], [-2.485, 2.668, -0.501], [0.276, -0.149, 0.203], [-0.048, -0.132, -0.187], [-0.560, -1.832, -1.020], [0.072, -0.078, -0.167], [0.180, -1.123, -0.324], [-0.462, -0.081, -0.083]], "lowdin_charge": [0.14, 0.11, -0.06, 0.09, -0.26, 0.16, 0.11, 0.14, -0.02, 0.09, -0.37, -0.09, -0.16, 0.12]}

[2]
{"formula": "C3H8N2O2S", "method": "ωB97M-V with the def2-TZVPD basis set", "e_above_lowest_kj_mol": 71.8, "spin_multiplicity": 3, "e_tot_ha": -777.05188, "lumo_ev": [0.94, -2.51], "gap_ev": [8.5, 7.7], "s_squared": 2.02, "species": ["H", "S", "C", "H", "H", "H", "N", "H", "O", "C", "H", "H", "O", "N", "C", "H"], "positions_angstrom": [[2.553991, -2.502219, 0.235876], [-1.138985, -0.360627, -0.075249], [-0.910735, 0.379989, -1.747873], [-0.585110, 1.671048, 1.806165], [-1.564363, 1.258362, -1.858360], [1.207578, 1.549610, 1.582191], [0.113570, 0.137673, 0.857197], [0.124207, 0.633648, -1.891949], [-2.271871, 0.282689, 0.534503], [1.720796, -1.772014, 0.506256], [0.861206, -2.155835, 1.264446], [0.244236, 2.150714, 0.216374], [-1.126137, -1.797545, -0.204717], [1.715842, -0.634396, 0.095359], [0.277856, 1.538000, 1.095356], [-1.222077, -0.379104, -2.415577]], "forces_ev_per_angstrom": [[-1.047, 0.543, 0.193], [-0.748, 0.625, -0.824], [-0.455, 0.426, 1.452], [0.824, 0.906, -0.511], [0.310, -0.334, 0.286], [1.224, 0.841, 0.788], [-2.809, 0.691, 0.414], [0.429, 0.013, -0.070], [-0.605, -0.085, -0.027], [0.116, -3.229, 1.653], [1.943, 0.685, -1.537], [-0.221, 0.551, -0.388], [0.290, 0.803, 0.048], [2.810, -0.138, -1.439], [-1.861, -1.514, 0.713], [-0.200, -0.784, -0.750]], "lowdin_charge": [0.09, 0.56, -0.11, 0.12, 0.07, 0.06, -0.24, 0.05, -0.32, -0.17, 0.13, 0.08, -0.32, 0.08, -0.12, 0.04]}

Question: What is the formula in the second record?
Answer: C3H8N2O2S